Here is a molecular structure, C53H86Br24ClF2IN5O5PS from the Open Molecules 2025 dataset. Energies are from ωB97M-V with the def2-TZVPD basis set.

Values from the calculation:
net charge = 0
max |F| = 0.066 Eh/bohr
frontier orbital gap = 7.87 eV
multiplicity = 1
E_HOMO = -8.0 eV
ΔE to the lowest compared entry with this formula, charge and spin = 0.0 kcal per mole

Structure (XYZ):
```
179
Properties=species:S:1:pos:R:3:mulliken_charge:R:1
C -0.9850 -0.2164 -6.2865 -0.837
C -1.5395 -0.5419 -5.0809 -0.485
C -2.0140 0.5464 -4.1366 1.231
C -1.1685 1.1837 -3.2014 -1.304
C -1.7428 2.1484 -2.3873 1.299
C -3.1005 2.5137 -2.4561 0.347
C -3.5296 3.6015 -1.4607 -0.686
O -3.6676 4.7612 -1.7364 -0.488
N -3.7429 3.2240 -0.0620 0.204
C -5.0508 2.8975 0.2678 0.362
O -5.2983 1.9040 0.8829 -0.397
F -6.0451 3.7300 -0.0592 -0.237
C -3.9623 1.8903 -3.3943 -0.695
C -5.4495 2.2001 -3.5216 -0.301
Cl -5.8251 3.9601 -3.5811 -0.183
C -6.3437 1.4339 -2.4692 -0.564
C -5.6080 0.3143 -1.7036 -0.408
C -3.3886 0.9054 -4.2363 -0.626
N -4.2391 0.2803 -5.2240 -0.158
C -4.7292 -1.0903 -4.9248 0.547
C -4.7007 -1.9003 -6.2519 -1.338
S -0.7098 2.9860 -1.2020 -0.340
C 0.9518 2.7361 -1.8578 1.030
C 1.9699 3.6036 -1.4508 0.085
C 1.6029 4.7082 -0.4601 -1.880
C 2.4004 4.6181 0.8902 0.433
O 2.7184 5.8832 1.4233 -0.588
C 1.4112 3.9501 1.9266 -0.745
N 0.4314 4.9579 2.3651 -0.450
C 3.3139 3.4503 -1.9343 1.548
P 4.6446 4.6053 -1.4361 0.702
N 5.7324 4.8380 -2.5290 -0.818
O 5.3673 3.9712 -0.1151 -0.566
O 4.0578 6.0804 -1.0834 -0.544
C 3.5446 2.3238 -2.8011 0.309
C 4.9669 2.0995 -3.3325 -0.431
C 6.0376 1.8291 -2.2215 -0.607
F 6.6166 0.5488 -2.3932 -0.401
C 2.4991 1.4446 -3.1614 1.494
C 2.7821 0.2215 -4.0479 -2.160
I 3.2495 0.7667 -6.0979 0.066
C 3.8305 -0.7630 -3.4141 0.628
C 3.0580 -1.9012 -2.6702 -1.146
C 1.1654 1.6559 -2.7219 -1.559
N 0.1859 0.7393 -3.1985 0.377
H -0.0590 0.3769 -6.3498 0.187
H -1.4057 -0.5534 -7.2436 0.262
H -1.6627 -1.6001 -4.8154 0.262
H -3.0906 2.5208 0.2723 0.385
H -5.7637 1.7992 -4.4925 0.507
H -6.8616 2.1365 -1.8001 -0.046
H -7.1492 0.9321 -3.0353 0.493
H -5.2490 -0.4417 -2.4200 -0.231
H -4.7353 0.6433 -1.1322 0.131
H -6.3371 -0.2163 -1.0710 0.526
H -3.8045 0.3293 -6.1357 0.450
H -4.0734 -1.5481 -4.1857 -0.499
H -5.7581 -0.9763 -4.5464 0.396
H -5.6529 -1.7302 -6.7723 0.378
H -4.6243 -2.9708 -6.0120 0.355
H -3.8469 -1.6240 -6.8858 0.301
H 1.7794 5.6677 -0.9742 0.415
H 0.5476 4.7307 -0.1643 0.616
H 3.2600 3.9338 0.8309 0.051
H 2.4888 6.5683 0.7892 0.446
H 0.9617 3.0433 1.4965 0.177
H 2.0574 3.6818 2.7824 0.437
H -0.5029 4.5728 2.3016 0.194
H 0.6465 5.2153 3.3185 0.244
H 6.6621 4.5540 -2.2526 0.234
H 6.2812 4.2935 -0.1293 0.376
H 3.8565 6.4977 -1.9369 0.382
H 5.2293 2.9959 -3.9139 0.197
H 5.0689 1.2665 -4.0346 0.277
H 6.8667 2.5396 -2.2603 0.134
H 5.5110 1.8043 -1.2586 0.358
H 1.8918 -0.4101 -4.1381 0.806
H 4.3970 -1.2323 -4.2283 0.506
H 4.4508 -0.2820 -2.6578 -0.328
H 3.7132 -2.2618 -1.8596 -0.048
H 2.1317 -1.5387 -2.1994 0.237
H 2.8619 -2.7648 -3.3234 0.388
H 0.3938 0.6399 -4.1907 0.017
Br 3.6898 0.3413 0.1336 0.110
C 3.4952 -1.3430 1.0907 -0.372
C 2.0747 -1.5814 1.5226 -0.614
Br 1.6091 -0.5126 3.0780 -0.178
H 4.1950 -1.3144 1.9183 0.497
H 3.8085 -2.1062 0.3819 -0.199
H 1.9425 -2.6144 1.8407 0.433
H 1.3477 -1.3461 0.7495 0.388
Br -11.2771 4.3290 1.3601 -0.154
C -10.0297 3.2072 2.3483 -0.701
C -8.6739 3.1825 1.6950 -0.538
Br -8.6581 2.0361 0.1270 -0.059
H -10.4841 2.2242 2.4265 0.381
H -9.9684 3.6553 3.3384 0.397
H -7.9335 2.7518 2.3675 0.363
H -8.3373 4.1629 1.3713 0.364
Br -16.8675 3.1735 0.1113 -0.134
C -16.6064 4.4688 1.5403 -0.549
C -15.2227 4.3726 2.1261 -0.539
Br -15.0557 2.8393 3.3121 -0.128
H -17.3907 4.2956 2.2708 0.382
H -16.7558 5.4408 1.0737 0.342
H -15.0116 5.2388 2.7504 0.331
H -14.4458 4.2743 1.3738 0.283
Br -2.5044 -1.5280 -2.2538 0.064
C -2.6620 -3.1921 -1.2466 -0.679
C -4.0887 -3.4456 -0.8319 -0.692
Br -4.6033 -2.3274 0.6744 -0.152
H -1.9786 -3.1198 -0.4052 0.299
H -2.3174 -3.9715 -1.9247 0.406
H -4.2088 -4.4691 -0.4813 0.430
H -4.8035 -3.2510 -1.6270 0.349
Br -0.9977 -3.7649 6.7570 -0.094
C -1.3547 -2.1696 5.7021 -0.216
C -2.4176 -2.4252 4.6691 -0.643
Br -1.7011 -3.4352 3.1651 -0.113
H -0.4075 -1.8593 5.2683 0.013
H -1.6852 -1.4203 6.4192 0.366
H -2.7716 -1.4878 4.2435 0.332
H -3.2626 -2.9872 5.0553 0.412
Br 6.7151 -3.1650 -0.0637 -0.078
C 6.5540 -4.8531 0.8993 -0.455
C 5.1304 -5.1123 1.3135 -0.768
Br 4.6301 -4.0337 2.8566 -0.042
H 7.2429 -4.8064 1.7372 0.415
H 6.8929 -5.6127 0.1989 0.167
H 5.0066 -6.1444 1.6366 0.436
H 4.4127 -4.8931 0.5277 0.373
Br 11.2488 -3.9049 -0.1236 -0.133
C 11.0223 -5.4117 -1.3331 -0.614
C 9.6391 -5.9964 -1.2300 -0.381
Br 9.4488 -7.0880 0.3740 -0.130
H 11.8054 -6.1263 -1.0989 0.393
H 11.1913 -5.0054 -2.3286 0.349
H 9.4470 -6.6745 -2.0596 0.394
H 8.8589 -5.2402 -1.1949 0.120
Br -0.6949 -9.2260 5.5566 -0.179
C 0.2541 -8.5929 7.1359 -0.702
C 0.2722 -7.0903 7.2035 -0.232
Br 1.5685 -6.3347 5.9668 -0.052
H 1.2472 -9.0297 7.1026 0.374
H -0.2937 -9.0055 7.9813 0.413
H 0.5918 -6.7580 8.1865 -0.144
H -0.6882 -6.6406 6.9663 0.444
Br 6.9471 3.5032 -5.8264 -0.081
C 7.8966 1.8322 -6.1334 -0.554
C 8.8339 1.5128 -4.9990 -0.271
Br 10.4509 2.5947 -5.0841 -0.143
H 8.4007 1.9269 -7.0905 0.433
H 7.1188 1.0729 -6.2087 0.265
H 9.1773 0.4823 -5.0659 0.384
H 8.3922 1.6810 -4.0218 -0.041
Br 5.5624 -1.1152 7.9458 -0.159
C 4.2987 -2.5763 8.1894 -0.653
C 4.1499 -3.3936 6.9341 -0.354
Br 3.0399 -2.4848 5.6197 -0.051
H 3.3641 -2.1336 8.5212 0.376
H 4.7166 -3.1820 8.9917 0.345
H 3.6310 -4.3284 7.1460 0.105
H 5.0981 -3.6107 6.4504 0.391
Br 0.0531 -5.8628 10.8542 -0.127
C 1.4177 -6.8672 11.8131 -0.604
C 2.7504 -6.7918 11.1166 -0.512
Br 2.8149 -7.9582 9.5567 -0.108
H 1.0487 -7.8830 11.9168 0.367
H 1.4744 -6.4016 12.7952 0.358
H 3.5426 -7.1513 11.7706 0.361
H 2.9947 -5.7914 10.7719 0.299
Br -0.9275 6.5674 -6.7351 -0.164
C -2.3355 7.1887 -5.5417 -0.631
C -1.9702 6.9711 -4.0972 -0.682
Br -2.1824 5.1064 -3.5792 0.147
H -3.2461 6.6724 -5.8312 0.356
H -2.4395 8.2513 -5.7555 0.388
H -2.6461 7.5241 -3.4456 0.350
H -0.9446 7.2494 -3.8717 0.369
```